# 1
Density functional theory data (ωB97M-V with the def2-TZVPD basis set) for a structure of composition C48H44ClN4O4S3Se2V.

- Highest occupied orbital energy (spin up / spin down): -6.22 / -6.53 eV
- Total energy: -9776.91879 a.u.
- Kohn-Sham gap (spin up / spin down): 0.2169 / 0.2283 Ha
- Relative energy (zero: lowest compared OMol25 entry of this formula, charge and spin): 62.3 kJ/mol
- Net charge: 0
- Spin multiplicity: 3

Last column: Löwdin spin population.
Cartesian coordinates (Å):
1 C 0.722 0.331 -5.654  0.000
2 N -2.415 -0.233 1.034  0.004
3 H 2.525 0.793 3.753  0.000
4 C -1.871 -0.392 6.120  0.000
5 C -1.525 4.358 -1.112  0.000
6 C 7.285 1.410 -3.494  0.000
7 C -1.422 -0.758 -5.793  0.000
8 H 0.243 -0.715 6.302  0.000
9 C -5.127 -1.814 0.398  0.000
10 O 5.476 0.615 0.985  0.001
11 H 1.392 0.829 -3.658  0.000
12 S -2.904 -0.488 -0.406  0.001
13 H -2.878 -2.970 -1.868  0.000
14 S -0.507 -0.002 -1.892  0.005
15 C -0.930 1.719 -1.615  0.000
16 C -0.792 -4.677 0.215  0.000
17 V 2.027 -0.142 0.472  1.972
18 H -4.682 3.986 0.461  0.000
19 C -0.740 3.646 -0.219  0.000
20 H -2.099 1.935 -3.413  0.000
21 C -0.529 -0.123 -3.672  0.001
22 Cl 8.848 1.645 -4.225  0.000
23 C -2.025 3.743 -2.256  0.000
24 C -4.028 -1.862 -0.450  0.000
25 C 3.247 1.448 3.266  0.010
26 H 0.588 -1.001 3.847  0.001
27 H -1.744 5.402 -0.925  0.000
28 N -1.985 -0.773 -1.596  0.001
29 H 3.326 2.373 3.838  -0.001
30 N 0.230 -0.541 1.372  0.007
31 C -3.924 2.011 0.147  0.000
32 C -1.793 -5.380 0.869  0.001
33 H -6.847 -2.879 1.093  0.000
34 H 0.185 -2.756 -0.001  0.000
35 C -2.422 -3.402 2.080  0.001
36 H -0.154 -5.176 -0.502  0.000
37 C -5.727 -4.018 -0.346  0.000
38 O 3.370 -0.182 -0.926  -0.002
39 C -0.442 2.313 -0.468  0.003
40 H 6.603 1.310 2.563  0.000
41 C 4.805 1.039 -2.333  -0.001
42 H 5.475 -1.151 2.716  0.000
43 O 2.568 1.687 -1.871  0.004
44 C -1.551 -0.697 -4.412  0.000
45 H -1.935 -6.433 0.661  0.000
46 H 1.604 0.729 -6.139  0.000
47 H 6.044 1.013 0.319  0.000
48 H -2.638 4.302 -2.952  0.000
49 H -3.044 -2.901 2.812  0.000
50 C -4.703 3.113 -0.178  0.000
51 C 5.795 0.071 -2.191  0.000
52 S -1.095 -0.973 1.709  0.014
53 H -3.943 -0.078 5.647  0.000
54 C 4.626 0.767 3.245  0.000
55 C -5.507 1.989 -2.154  0.000
56 H -6.094 3.965 -1.564  0.000
57 C 6.315 2.388 -3.639  0.000
58 C -1.727 2.417 -2.517  0.000
59 H 5.301 2.406 2.016  -0.001
60 C -4.621 -4.051 -1.180  0.000
61 C 5.568 1.355 2.183  0.000
62 Se 2.501 2.001 1.535  -0.048
63 C 0.613 0.390 -4.274  0.000
64 H -4.720 0.017 -2.494  0.000
65 Se 3.055 -1.616 2.170  -0.007
66 O 5.579 2.399 4.873  0.000
67 H 4.578 0.738 5.405  0.000
68 H -3.602 -0.371 3.202  0.000
69 C -2.774 -0.461 3.893  0.000
70 H -3.381 -5.302 2.316  0.000
71 H 5.578 -0.812 -1.605  0.000
72 C -3.957 0.912 -0.693  0.000
73 C -1.411 -2.714 1.421  0.003
74 H -2.425 -1.091 -3.913  0.000
75 H 6.176 0.413 4.718  0.000
76 C -0.589 -3.331 0.493  0.001
77 H -2.207 -1.210 -6.386  0.000
78 H 6.256 2.684 4.252  0.000
79 C 4.547 -0.763 3.130  0.009
80 H -0.333 4.116 0.666  0.000
81 H -5.307 -0.937 1.010  0.000
82 C -5.982 -2.901 0.443  0.000
83 C -0.399 -0.818 4.266  0.001
84 H -6.121 1.986 -3.044  0.000
85 C -4.730 0.888 -1.848  0.000
86 H -0.198 -0.294 -7.488  0.000
87 C -0.291 -0.243 -6.411  0.000
88 C 3.460 0.862 -1.678  0.004
89 N 0.686 -0.532 -1.275  0.008
90 C 5.275 1.033 4.618  0.001
91 C -3.757 -2.967 -1.239  0.000
92 H 0.169 1.755 0.230  0.002
93 H 4.293 2.939 -3.143  0.000
94 H -4.420 -4.927 -1.784  0.000
95 H -6.397 -4.867 -0.305  0.000
96 H -2.019 -0.256 7.184  0.000
97 C 5.073 2.195 -3.055  0.000
98 H -3.293 1.996 1.025  0.000
99 C -1.497 -0.728 3.420  0.001
100 H 4.434 -1.175 4.135  0.000
101 C -2.607 -4.746 1.801  0.000
102 H 7.816 -0.498 -2.674  0.000
103 C -2.956 -0.294 5.258  0.000
104 H 6.537 3.288 -4.196  0.000
105 C -0.600 -0.651 5.627  0.000
106 C 7.040 0.250 -2.775  0.000
107 C -5.491 3.101 -1.317  0.000

# 2
Density functional theory data (ωB97M-V with the def2-TZVPD basis set) for a structure of composition C48H45FN6O3Ta.

- Highest occupied orbital energy: -16.00 eV
- Total energy: -2566.71251 a.u.
- Kohn-Sham gap: 0.2679 Ha
- Relative energy (zero: lowest compared OMol25 entry of this formula, charge and spin): 0.0 kJ/mol
- Net charge: +3

Last column: Mulliken charge in e.
Cartesian coordinates (Å):
1 O -0.074 0.305 -1.668  0.288
2 C 4.671 1.144 0.436  -0.843
3 H -2.468 3.012 1.952  0.239
4 H 2.179 3.944 -4.684  0.453
5 C -0.170 -5.125 1.775  -0.141
6 H -1.637 3.946 -2.184  0.324
7 C 3.312 1.163 0.689  1.020
8 O 0.283 -0.553 -3.694  -0.610
9 H 4.568 -0.715 -2.381  0.586
10 C -0.312 -4.658 -0.939  -0.363
11 C 0.047 -2.258 -0.544  0.511
12 C 2.173 3.020 -4.106  -2.025
13 O 0.318 -1.304 0.296  -0.894
14 H 3.361 5.330 1.227  0.359
15 C -0.726 -5.476 -3.280  -0.316
16 N -2.048 0.165 0.211  0.591
17 N -0.400 -4.383 -2.303  0.039
18 C 2.904 -0.108 -1.197  -0.265
19 C -0.589 -7.139 -1.415  -1.157
20 N 1.384 1.816 1.903  0.378
21 C 2.831 4.067 -1.909  -0.633
22 H -4.707 -0.021 -1.817  0.603
23 H 0.875 3.703 4.628  0.578
24 H 3.421 6.354 -0.205  0.373
25 H -0.643 5.354 -0.346  0.325
26 H 1.403 2.366 -4.511  0.381
27 H 0.147 -3.033 2.034  0.520
28 H -3.387 2.168 0.688  0.329
29 H -0.046 -8.002 -1.032  0.525
30 C 3.470 2.500 2.821  -0.831
31 Ta 0.168 0.784 0.225  2.232
32 C -0.089 -6.769 -2.803  -1.027
33 C 2.601 4.405 -0.569  0.494
34 C -0.077 -2.058 -1.916  0.914
35 H -3.651 3.870 0.974  0.591
36 H -0.356 -3.001 -3.822  0.710
37 C 0.067 -0.716 -2.526  -0.871
38 H 4.584 5.055 -0.025  0.436
39 H 3.141 2.540 -4.257  0.407
40 C -3.986 -0.567 1.453  1.457
41 C 1.427 3.175 3.864  -1.063
42 C -1.789 -0.381 2.496  -0.585
43 C 5.149 0.475 -0.678  -1.082
44 H -1.641 -7.432 -1.452  0.369
45 H -5.575 -1.254 2.768  0.496
46 C 0.796 2.833 -2.003  -0.338
47 C -1.811 3.522 -0.056  1.152
48 H -2.789 2.652 -1.808  0.120
49 C -4.153 -0.092 -0.891  -1.282
50 C 0.581 3.052 -0.631  0.285
51 C -0.423 -5.985 -0.462  0.660
52 F -0.118 -5.382 3.080  -0.343
53 H -0.261 -5.168 -4.216  0.519
54 C 2.815 3.171 3.840  -1.082
55 H -0.894 4.909 1.357  0.260
56 H 5.361 1.646 1.097  0.501
57 H 3.724 4.450 -2.395  0.560
58 C 4.248 -0.170 -1.505  -1.085
59 C 3.543 5.330 0.153  -1.848
60 H 0.998 -6.656 -2.792  0.373
61 H -1.746 -1.644 5.635  0.519
62 H 2.191 -0.604 -1.831  0.335
63 H -2.481 -6.347 -4.157  0.397
64 H -5.815 -0.697 0.314  0.530
65 H 0.068 2.287 -2.579  0.505
66 H -2.217 5.570 0.403  0.566
67 C -1.345 4.918 0.363  -1.731
68 C -0.098 -3.594 -0.041  0.882
69 C -1.391 -1.215 4.706  -1.124
70 H 1.286 4.172 1.079  0.538
71 C -2.633 -0.235 1.363  -0.934
72 C 1.482 3.895 0.053  -0.374
73 N -0.485 -0.049 2.339  1.253
74 H -0.328 2.458 2.860  -0.066
75 C -0.027 -3.841 1.339  -0.689
76 C -2.236 -5.549 -3.457  -1.302
77 C 0.358 -0.385 3.310  -0.557
78 H -2.286 0.504 -1.797  0.698
79 H -4.097 -1.601 4.701  0.522
80 H -3.198 4.331 -1.479  0.490
81 C -0.353 -6.194 0.894  -0.660
82 C 0.752 2.481 2.883  0.100
83 N 2.426 0.552 -0.130  0.501
84 H -2.626 -4.616 -3.864  0.393
85 C 2.723 1.844 1.855  0.543
86 H -0.324 -7.555 -3.519  0.415
87 C -3.707 -1.218 3.768  -1.066
88 H 4.549 2.497 2.786  0.551
89 C -0.284 -3.151 -2.751  -0.183
90 C -0.055 -0.978 4.504  -1.015
91 H -0.426 -7.196 1.299  0.579
92 H 0.682 -1.224 5.255  0.556
93 C -2.301 -0.931 3.675  1.610
94 C -2.385 3.604 -1.469  -1.255
95 C 1.937 3.305 -2.648  0.285
96 C -2.886 3.095 0.945  -1.471
97 N -0.649 2.558 0.003  1.274
98 H 3.382 3.692 4.601  0.496
99 C -2.788 0.209 -0.889  -0.657
100 H 6.209 0.457 -0.891  0.509
101 C -4.758 -0.465 0.282  -0.975
102 H -2.744 -5.752 -2.514  0.375
103 H 1.406 -0.174 3.153  0.461
104 C -4.518 -1.031 2.705  -1.098

# 3
Density functional theory data (ωB97M-V with the def2-TZVPD basis set) for a cluster of 3 separate species, C48H45IN2O4Si in total.

- Highest occupied orbital energy: -8.37 eV
- Total energy: -2853.20768 a.u.
- Kohn-Sham gap: 0.2644 Ha
- Net charge: 0

Last column: Mulliken charge in e.
Cartesian coordinates (Å):
1 H 1.704 0.775 0.693  0.252
2 H 2.940 0.740 -2.368  0.243
3 H 5.696 9.311 -2.548  0.271
4 C 5.687 -0.321 -1.392  -0.799
5 H 5.211 4.873 2.689  0.268
6 C -5.805 -3.593 3.676  0.235
7 H 7.335 -0.341 0.854  0.323
8 H -1.084 -2.670 0.696  0.464
9 H -6.325 -2.934 -0.408  0.634
10 H 1.206 5.524 3.233  0.280
11 H 4.762 1.770 -1.053  0.232
12 C 4.606 7.044 -2.429  -0.410
13 C 6.458 -2.460 0.190  -1.085
14 C -2.379 -2.411 -1.010  -0.567
15 H 0.869 -2.535 -3.131  0.489
16 C -1.346 -2.145 -4.630  0.556
17 H -5.985 -1.773 -4.562  0.491
18 C -3.768 -2.124 -3.054  0.442
19 C -6.898 -3.687 5.832  -0.565
20 H 6.531 -1.515 3.542  0.569
21 H 4.042 6.119 3.607  0.261
22 H 3.508 4.958 -1.883  0.083
23 C -3.826 -1.932 -4.518  0.176
24 H 6.028 -3.458 0.686  0.253
25 H 0.330 5.115 1.603  0.300
26 H 6.777 0.071 -1.215  0.346
27 O -4.796 -2.142 -2.389  -0.665
28 C 4.317 7.637 0.819  -0.318
29 C -7.174 -3.192 1.567  0.189
30 C 1.830 1.171 -0.402  -0.561
31 C 8.391 -2.044 1.936  -0.116
32 H -8.517 -2.575 -1.503  0.460
33 I 4.022 -1.963 2.457  0.163
34 H -3.998 -1.299 -8.344  0.386
35 H -3.283 -2.375 -0.405  0.500
36 N 6.078 1.884 2.835  -0.494
37 C 2.195 2.803 -0.439  -0.149
38 C 3.759 6.178 0.225  0.472
39 C -5.066 -1.748 -5.144  -0.421
40 Si 2.972 4.974 1.503  0.242
41 N 9.422 -2.579 2.550  -0.486
42 C 4.994 8.748 -0.228  -0.349
43 H 7.421 -2.830 -0.412  0.411
44 H 2.328 2.544 1.822  0.259
45 H -3.530 -4.042 6.173  0.395
46 H -10.608 -2.655 -0.163  0.380
47 C -6.971 -3.562 4.438  0.190
48 C -4.494 -3.905 5.689  -0.498
49 C 2.949 3.121 0.981  0.050
50 C -3.953 -1.485 -7.273  -0.441
51 C -5.126 -1.526 -6.521  -0.541
52 C 3.909 5.941 -1.390  -0.038
53 C -4.564 -3.775 4.301  -0.451
54 H 0.989 -2.766 -0.668  0.433
55 C 1.255 5.681 2.050  -0.998
56 H 4.504 0.625 0.440  -0.382
57 O -4.842 -3.461 1.538  -0.673
58 C -9.645 -2.802 0.321  -0.474
59 C -2.453 -2.286 -2.403  0.206
60 H 1.225 6.849 1.888  0.285
61 C -8.471 -2.761 -0.432  -0.533
62 H 5.512 -0.280 -2.571  0.358
63 C -9.584 -3.024 1.697  -0.648
64 C 5.424 -1.872 -0.937  0.078
65 C -2.655 -1.916 -5.274  0.272
66 C 5.181 8.494 -1.848  -0.381
67 H 5.588 -2.537 -1.915  0.334
68 C 6.999 -1.377 1.288  0.502
69 C -8.345 -3.208 2.324  0.470
70 O -9.315 -3.418 4.452  -0.684
71 H 3.895 4.179 3.847  0.293
72 C -5.865 -3.421 2.211  0.376
73 C -8.287 -3.400 3.787  0.575
74 C -1.286 -2.317 -3.166  0.460
75 H -7.802 -3.651 6.437  0.453
76 C 4.527 0.644 -0.734  0.438
77 H -6.089 -1.379 -7.005  0.397
78 H 2.716 -0.800 -1.302  -0.053
79 H 0.828 1.007 -0.993  0.244
80 C 6.012 0.572 2.788  0.191
81 C -5.659 -3.854 6.455  -0.455
82 H 4.317 -2.100 -0.595  -0.181
83 H 1.180 3.417 -0.566  0.308
84 H 4.721 6.847 -3.599  0.257
85 C 4.108 5.065 3.103  -1.003
86 C -0.045 -2.499 -2.540  -0.786
87 H -3.650 -3.811 3.711  0.474
88 H 5.358 9.776 0.202  0.255
89 C 6.013 -1.084 2.556  -0.453
90 C 0.025 -2.629 -1.152  -0.269
91 C -2.718 -1.686 -6.654  -0.587
92 C 3.002 0.333 -1.250  -0.400
93 H 4.046 2.721 1.066  -0.259
94 H 4.206 7.883 1.980  0.107
95 H -1.807 -1.658 -7.249  0.448
96 C -7.237 -2.962 0.187  -0.679
97 O -0.323 -2.185 -5.304  -0.693
98 H -5.603 -3.946 7.537  0.387
99 H -10.504 -3.049 2.280  0.454
100 H 2.909 2.923 -1.385  -0.016
101 C -1.140 -2.578 -0.387  -0.761

# 4
Density functional theory data (ωB97M-V with the def2-TZVPD basis set) for a structure of composition C48H47CaN4O11P4.

- Highest occupied orbital energy: -4.96 eV
- Total energy: -4947.49561 a.u.
- Kohn-Sham gap: 0.2651 Ha
- Relative energy (zero: lowest compared OMol25 entry of this formula, charge and spin): 0.0 kJ/mol
- Net charge: -1

Last column: Mulliken charge in e.
Cartesian coordinates (Å):
1 C -9.924 2.668 -2.780  -0.617
2 H -1.879 -2.900 -2.139  0.670
3 H 4.896 3.453 4.713  0.450
4 H 2.995 -3.093 0.520  0.149
5 C -8.338 2.677 -4.575  -0.637
6 H -4.021 -4.422 1.202  0.423
7 C 0.133 0.072 -4.176  -0.614
8 H -8.489 -2.393 1.895  0.376
9 O -0.216 1.543 3.196  -0.442
10 O -0.409 -1.304 -0.829  0.533
11 H -5.370 0.277 -2.648  1.005
12 C 2.640 3.421 -1.819  1.615
13 C -7.412 -0.540 1.969  -0.513
14 H 0.338 1.175 2.494  0.023
15 N 2.105 -1.262 0.609  1.063
16 C -9.643 2.818 -4.132  -0.449
17 H 4.966 2.026 -3.614  0.340
18 H 1.239 1.099 4.597  0.115
19 O 4.006 1.938 -3.685  -0.602
20 C 2.150 -2.474 0.208  -1.372
21 H -3.503 2.725 3.273  0.447
22 C -3.474 1.795 1.345  -0.095
23 P 0.841 3.352 -2.085  0.294
24 C -3.696 -0.900 -0.415  1.659
25 H -8.106 2.792 -5.626  0.385
26 H -10.436 3.045 -4.833  0.361
27 H -2.244 -0.542 1.146  0.396
28 H -5.095 -1.660 -1.865  0.203
29 H 0.233 5.186 -1.201  0.367
30 C 5.394 0.195 2.724  -0.900
31 C 4.194 0.891 2.606  0.410
32 O 4.477 1.530 -1.205  -0.843
33 C -0.066 -2.518 -1.073  0.027
34 H 2.372 -4.877 -0.660  0.366
35 C -4.644 -3.130 -0.397  -0.659
36 C -7.012 0.543 -0.153  0.353
37 H -6.310 2.275 -4.049  0.282
38 C 3.100 0.379 1.735  0.952
39 H -0.027 -2.674 1.616  0.905
40 H 7.339 0.093 3.617  0.384
41 H -0.010 -4.379 3.426  0.514
42 H 0.158 -1.138 6.241  0.460
43 H 5.503 -0.712 2.147  0.440
44 H -2.510 -2.722 2.190  0.437
45 Ca 0.933 0.466 -0.483  1.860
46 H -2.901 4.961 2.404  0.395
47 C -8.084 -1.567 1.325  -0.485
48 C 0.012 -2.377 2.659  -0.570
49 H -0.429 1.171 5.174  0.515
50 C -4.977 1.129 -2.088  -1.704
51 H -0.119 -1.947 -3.459  0.417
52 O 2.803 3.765 -0.439  -0.665
53 C -7.709 -0.484 -0.787  -0.163
54 C -0.614 -4.639 -2.198  -0.467
55 O 2.905 2.826 3.265  -0.790
56 H -4.685 1.867 -2.841  0.638
57 H 2.366 2.442 2.539  0.051
58 N -0.034 -1.041 -3.905  0.138
59 C -3.347 2.872 2.211  -0.837
60 H 4.357 4.515 -2.471  0.493
61 C 5.053 2.532 4.166  -0.729
62 O 2.230 0.818 -2.329  -0.750
63 C -3.235 1.952 -0.016  1.481
64 N 3.152 -0.887 1.432  -1.255
65 H -9.141 2.257 -0.834  0.381
66 O 0.125 2.585 -1.029  -0.376
67 C -3.084 -2.492 1.302  -0.774
68 C 1.158 -3.125 -0.635  0.287
69 C 0.071 -2.883 4.983  -0.414
70 H 2.907 2.961 0.094  0.217
71 H -3.758 0.828 1.741  0.646
72 O 0.534 2.969 -3.578  -0.629
73 C -3.930 -3.443 0.750  -0.924
74 C 0.200 0.851 4.341  -0.671
75 C -6.890 0.517 1.233  -0.472
76 C 0.588 -5.211 -1.779  -0.952
77 H -2.483 5.263 -0.020  0.471
78 H 0.847 -6.226 -2.049  0.382
79 H 0.083 -3.591 5.804  0.403
80 N 0.045 -1.067 2.890  0.635
81 C 0.020 -3.326 3.669  -1.397
82 H -6.374 1.327 1.733  0.424
83 H 7.019 2.183 4.923  0.374
84 H -7.295 -0.558 3.045  0.425
85 H -10.940 2.776 -2.421  0.381
86 H -1.314 -5.217 -2.791  0.426
87 C 0.097 -0.647 4.150  0.767
88 C -8.243 -1.531 -0.055  -0.673
89 P -6.270 1.959 -1.059  0.013
90 C -3.003 4.124 1.725  -0.746
91 C 3.278 4.547 -2.625  -2.004
92 C 6.411 0.645 3.547  -0.812
93 C -2.950 -1.243 0.715  -0.423
94 C -8.907 2.377 -1.885  -0.424
95 C -2.854 3.208 -0.490  -1.472
96 C -7.320 2.383 -3.676  -0.438
97 H -5.300 -3.865 -0.848  0.403
98 C 1.437 -4.448 -1.004  -0.823
99 H 2.905 5.506 -2.271  0.378
100 C -0.929 -3.342 -1.853  -0.202
101 C -4.528 -1.872 -0.969  -0.814
102 H -7.836 -0.461 -1.863  0.418
103 H 0.572 2.003 -3.778  0.394
104 H 3.066 4.443 -3.688  0.371
105 C 6.231 1.818 4.274  -0.319
106 C -7.588 2.221 -2.318  0.527
107 H -2.609 3.332 -1.539  0.413
108 C -2.763 4.291 0.368  -0.653
109 P -3.352 0.660 -1.305  0.040
110 H -8.770 -2.330 -0.562  0.403
111 C 0.111 -1.524 5.230  -0.997
112 P 3.402 1.765 -2.192  0.717
113 O 2.182 1.224 1.353  0.207
114 O 0.348 4.877 -2.111  -0.621
115 C 4.033 2.084 3.329  0.294